A 2-piece molecular cluster, C2H4N2 overall at a distorted geometry, computed with the ωB97M-V functional and the def2-TZVPD basis.

Bonds (Å) are listed after each position.
Element x y z (Å)
1 C 1.81451 0.34751 0.19547  C2 1.254, H5 1.216
2 C 1.16511 -0.66390 -0.16262  C1 1.254, H8 1.080
3 N -1.57751 0.23534 -0.05113  N4 1.236, H6 1.048, H7 1.008
4 N -1.42194 -0.92107 0.35578  N3 1.236
5 H 2.92117 0.73073 0.52253  C1 1.216
6 H -1.11123 0.53789 -0.93919  N3 1.048
7 H -2.07108 1.00260 0.37781  N3 1.008
8 H 0.28097 -1.26910 -0.29866  C2 1.080

Calculated values
Spin multiplicity: 3
ΔE to the lowest compared entry with this formula, charge and spin: 63.0 kcal per mole
Expectation value of S²: 2.01
E: -5112.1079 eV
Highest occupied orbital energy (spin up / spin down): -0.27024 / -0.37711 Ha
Kohn-Sham gap (spin up / spin down): 8.38 / 9.92 eV



One molecule with the formula C2H4N2O at a distorted geometry, computed with the ωB97M-V functional and the def2-TZVPD basis.

Bonds (Å) are listed after each position.
Element x y z (Å)
1 C -0.75477 -0.35834 -0.12430  N2 1.414, H6 1.082, H7 1.042, H8 1.066
2 N 0.53486 -0.44076 0.44938  C1 1.414, N3 1.183
3 N 1.42635 -0.01959 -0.20413  N2 1.183, C4 1.453
4 C 2.76909 0.21916 0.29745  N3 1.453, O5 1.210, H9 1.198
5 O 3.76334 -0.23796 -0.21993  C4 1.210
6 H -1.00499 -1.40637 -0.03111  C1 1.082
7 H -0.72032 0.07204 -1.07305  C1 1.042
8 H -1.43853 0.16053 0.50843  C1 1.066
9 H 2.72791 1.13897 1.06376  C4 1.198

Calculated values
ΔE to the lowest compared entry with this formula, charge and spin: 57.4 kcal per mole
E: -7163.9910 eV
Highest occupied orbital energy: -0.33679 Ha
SMILES: C/N=N/C=O
Kohn-Sham gap: 9.38 eV



One molecule with the formula C2H4N2O at a distorted geometry, computed with the ωB97M-V functional and the def2-TZVPD basis.

Bonds (Å) are listed after each position.
Element x y z (Å)
1 C -0.52830 0.59768 -1.60518  N2 1.332, H6 1.029, H7 1.155
2 N -0.70776 0.28343 -0.32365  C1 1.332, N3 1.396
3 N 0.24725 -0.62873 0.12838  N2 1.396, C4 1.585, H8 1.128
4 C 0.30215 -0.54855 1.71022  N3 1.585, O5 1.265, H9 1.109
5 O -0.87358 -0.41317 2.15590  C4 1.265
6 H 0.45853 0.49254 -1.87596  C1 1.029
7 H -1.37704 1.30816 -1.93433  C1 1.155
8 H 1.18661 -0.28720 -0.39436  N3 1.128
9 H 1.29213 -0.80416 2.13898  C4 1.109

Calculated values
ΔE to the lowest compared entry with this formula, charge and spin: 80.9 kcal per mole
E: -7162.9731 eV
Highest occupied orbital energy: -0.34757 Ha
SMILES: C=NNC=O
Kohn-Sham gap: 9.92 eV